A 10-piece molecular cluster, C69H76BrFN12O3S overall in a non-equilibrium geometry. Source: the OMol25 dataset; level of theory: wB97M-V/def2-TZVPD.

The geometry in XYZ format:
```
163
Properties=species:S:1:pos:R:3:forces:R:3:lowdin_charge:R:1
H -6.02740 -6.06340 -2.51987 0.0 -0.1 0.0 0.04
N -5.30301 -6.58987 -3.01385 0.2 0.0 -0.3 0.09
C -4.66713 -5.82879 -3.80281 -0.4 0.5 0.5 -0.25
C -4.98357 -4.32008 -3.92119 0.1 -0.9 -0.1 -0.12
C -3.73021 -3.47489 -3.87184 -0.6 -0.1 -0.3 -0.17
C -2.76202 -3.55362 -4.86422 -0.2 -0.9 -1.0 -0.46
Br -2.95327 -4.73176 -6.37292 -0.1 0.4 0.3 0.89
C -1.60360 -2.83098 -4.83419 1.1 0.8 -0.5 -0.25
N -0.60248 -2.97780 -5.87078 0.4 -1.4 0.6 0.09
C 0.35731 -3.64561 -5.51998 -0.2 1.2 0.6 -0.71
S 1.61383 -4.20610 -4.75077 -0.3 -0.3 -0.8 0.78
C -1.31755 -1.93089 -3.80512 0.1 0.1 0.3 -0.08
C -0.06921 -1.08118 -3.74941 -0.1 1.2 -0.3 -0.11
C -0.30742 0.32954 -4.37935 0.3 -0.3 -0.5 -0.16
C -0.30356 0.31256 -5.92172 -0.4 0.4 0.8 -0.24
N -1.54944 -0.20540 -6.47438 0.3 -0.1 -0.1 -0.05
C -1.61929 -0.07088 -7.93359 -0.4 -0.3 -0.2 -0.15
C -1.46146 -1.40615 -8.64092 0.3 0.7 0.3 -0.16
C -0.21803 -1.93579 -8.93377 0.9 0.3 0.1 -0.06
C -0.06172 -3.15662 -9.53845 0.5 -1.1 -0.4 -0.11
C -1.16496 -3.91331 -9.89450 -0.1 0.1 0.0 -0.09
C -2.40870 -3.39001 -9.63105 -0.4 -0.5 -0.3 -0.07
C -2.54916 -2.16356 -9.00650 -0.9 -0.2 0.0 -0.30
O -3.81562 -1.70331 -8.73252 0.2 0.1 -0.1 0.04
C -2.27262 -1.85619 -2.80343 0.1 0.7 0.6 -0.01
C -3.45581 -2.59665 -2.84522 -0.6 0.2 0.8 -0.02
C -4.43232 -2.39820 -1.69936 0.4 0.3 0.1 -0.26
O -5.63895 -2.35415 -1.83513 0.5 -0.1 0.1 0.11
C -3.77169 -2.21454 -0.34773 -0.8 -0.3 -0.2 -0.07
C -4.44467 -2.87813 0.85420 0.8 -0.7 -1.2 -0.07
C -5.08660 -4.21300 0.42905 -1.5 0.4 1.7 -0.39
C -5.55231 -4.95938 1.70854 0.6 0.4 -1.1 -0.02
F -4.18835 -4.97502 -0.29862 0.0 0.1 -0.1 0.00
C -2.63894 -1.51729 -0.31154 0.3 0.4 0.5 -0.08
C -1.82753 -1.27646 0.94812 1.0 -0.7 -0.9 -0.05
C -0.61783 -2.22211 0.83338 -0.5 0.1 0.3 -0.21
C -0.76891 -3.59583 0.95001 -0.8 -0.5 0.0 -0.03
C 0.29071 -4.45410 0.80627 1.0 -1.0 -0.1 -0.08
C 1.57608 -3.98334 0.55491 -0.6 0.0 0.1 -0.09
C 1.71900 -2.62035 0.43297 1.4 -0.2 -0.2 -0.09
C 0.65463 -1.76113 0.57401 0.2 1.1 -0.3 -0.07
C -2.07644 -0.95508 -1.59305 -0.4 -0.2 -0.2 -0.24
O -1.54106 0.13490 -1.62856 -0.1 -0.6 0.2 0.12
H -3.84573 -6.25688 -4.38077 -0.2 0.1 0.1 0.05
H -5.55499 -4.13525 -4.84307 0.3 0.0 0.0 0.12
H -5.66935 -4.10812 -3.09996 0.3 0.2 -0.2 0.09
H 0.22576 -0.88414 -2.71526 -0.1 -0.4 -0.1 0.11
H 0.78899 -1.50968 -4.27033 -0.2 -0.2 0.1 0.08
H 0.51131 1.00318 -4.08769 -0.1 -0.3 0.1 0.12
H -1.22217 0.78871 -3.98503 0.1 -0.2 -0.1 0.11
H 0.54804 -0.30728 -6.23872 -0.2 0.2 -0.2 0.11
H -0.16158 1.36107 -6.25044 0.3 -0.3 -0.1 0.11
H -2.34218 0.23753 -6.02837 0.1 0.1 -0.1 0.12
H -0.84521 0.61157 -8.31793 -0.1 0.0 0.2 0.12
H -2.59733 0.34676 -8.20059 0.2 0.0 0.0 0.12
H 0.70224 -1.40878 -8.68057 -0.3 0.2 0.1 0.12
H 0.91338 -3.58825 -9.75255 0.0 0.4 0.1 0.10
H -1.06798 -4.88606 -10.36661 0.0 0.2 0.0 0.11
H -3.30161 -3.94796 -9.91915 0.1 0.1 0.1 0.12
H -4.42923 -2.28201 -9.19784 -0.1 0.1 0.1 0.10
H -5.17099 -2.24228 1.36727 0.1 -0.1 -0.2 0.14
H -3.64066 -3.16846 1.54058 -0.3 0.3 0.2 0.10
H -6.00270 -4.04374 -0.14860 0.5 0.0 -0.4 0.13
H -4.67797 -5.47885 2.11433 -0.3 0.0 0.2 0.09
H -5.91644 -4.18375 2.38962 0.0 -0.4 0.1 0.08
H -6.35799 -5.65260 1.45255 0.2 0.0 0.3 0.08
H -1.40299 -0.27004 0.95747 -0.5 0.0 0.2 0.09
H -2.38347 -1.52686 1.85063 0.0 0.4 -0.1 0.12
H -1.73708 -4.06380 1.12041 0.0 0.3 0.0 0.11
H 0.17682 -5.53532 0.87296 -0.3 0.2 0.1 0.10
H 2.42063 -4.65859 0.46276 -0.1 0.1 0.0 0.10
H 2.72081 -2.25140 0.21450 -0.3 0.3 0.1 0.11
H 0.85692 -0.69775 0.44209 -0.2 -0.1 0.1 0.12
C 6.13344 -4.66961 -4.73056 0.0 0.1 0.0 -0.12
C 7.33704 -5.41725 -4.83953 0.0 0.0 0.0 -0.11
C 6.98608 -6.72250 -5.06040 0.0 -0.1 0.0 -0.14
N 5.61868 -6.79261 -5.08542 0.1 0.1 0.0 0.01
C 5.09291 -5.54506 -4.89004 -0.1 -0.1 0.0 -0.15
H 6.04219 -3.60951 -4.55576 0.0 0.0 0.1 0.08
H 8.34342 -5.03945 -4.76490 0.0 0.0 0.0 0.09
H 7.58796 -7.60431 -5.20097 0.0 0.0 0.0 0.11
H 5.08395 -7.63013 -5.22654 0.0 0.0 0.0 0.15
H 4.02886 -5.38569 -4.87963 0.0 0.0 0.0 0.03
C -0.37355 2.84554 3.34836 0.0 0.1 0.0 -0.11
C -0.24393 1.78454 2.41285 0.0 0.0 0.0 -0.11
C 0.36537 0.74086 3.05915 0.1 -0.1 0.1 -0.13
N 0.61318 1.13160 4.34551 -0.1 0.1 -0.1 0.02
C 0.16125 2.41043 4.53119 0.1 0.0 0.1 -0.14
H -0.81114 3.81580 3.17301 0.0 0.0 0.0 0.08
H -0.56220 1.78599 1.38197 0.0 0.0 0.0 0.08
H 0.64380 -0.24052 2.71505 0.0 0.0 0.0 0.09
H 1.05755 0.56685 5.04597 0.0 0.0 0.0 0.15
H 0.26045 2.89820 5.48646 -0.1 0.0 0.0 0.09
C -2.67468 6.63283 -0.28605 0.0 0.0 0.0 -0.11
C -1.39939 6.79582 0.31911 0.0 0.0 0.0 -0.11
C -0.93688 5.54674 0.63832 0.0 -0.1 0.1 -0.15
N -1.88365 4.63630 0.25402 0.0 0.1 0.0 0.01
C -2.94306 5.29050 -0.31445 0.0 -0.1 0.0 -0.15
H -3.31998 7.41118 -0.65860 0.0 0.0 0.0 0.09
H -0.88170 7.72367 0.49838 0.0 0.0 0.0 0.09
H -0.01983 5.22723 1.10472 0.0 0.0 0.0 0.10
H -1.81202 3.64202 0.37031 0.0 0.0 0.0 0.13
H -3.79374 4.74529 -0.68745 0.0 0.0 0.0 0.10
C 6.43631 0.84047 -5.83786 0.0 0.0 0.0 -0.11
C 7.64012 0.09456 -5.94801 0.0 0.0 0.0 -0.11
C 7.29232 -1.21147 -6.16849 0.0 -0.1 0.0 -0.15
N 5.92556 -1.28508 -6.19221 0.0 0.1 0.0 0.00
C 5.39770 -0.03751 -5.99598 -0.1 -0.1 0.0 -0.14
H 6.34435 1.89982 -5.66382 0.0 0.0 0.0 0.09
H 8.64580 0.47411 -5.87429 0.0 0.0 0.0 0.09
H 7.89565 -2.09259 -6.30926 0.0 0.0 0.0 0.10
H 5.39292 -2.12498 -6.33199 0.0 0.0 0.0 0.13
H 4.33159 0.11624 -5.98488 0.0 0.0 0.0 0.10
C 0.40571 6.90197 7.41181 0.0 0.0 0.0 -0.12
C 0.58373 7.92754 6.44533 0.0 0.0 0.0 -0.11
C 0.97765 7.32554 5.27996 0.1 0.0 -0.1 -0.14
N 1.04877 5.97819 5.50505 0.0 0.0 0.0 0.01
C 0.69665 5.71192 6.80088 0.1 -0.1 -0.1 -0.15
H 0.09800 7.02387 8.43677 0.0 0.0 0.0 0.08
H 0.43855 8.98549 6.58932 0.0 0.0 0.0 0.09
H 1.21366 7.73789 4.31359 0.0 0.0 0.0 0.11
H 1.31685 5.28984 4.82412 0.0 0.0 0.0 0.13
H 0.68474 4.70227 7.17583 0.0 0.0 0.0 0.10
C -8.02968 7.15825 0.01918 0.0 0.0 0.0 -0.11
C -6.75403 7.32317 0.62446 0.0 0.0 0.0 -0.11
C -6.29102 6.07593 0.94636 0.0 -0.1 0.1 -0.15
N -7.23792 5.16441 0.56372 0.0 0.1 0.0 0.00
C -8.29854 5.81618 -0.00653 0.0 -0.1 0.0 -0.15
H -8.67430 7.93640 -0.35484 0.0 0.0 0.0 0.09
H -6.23646 8.25137 0.80198 0.0 0.0 0.0 0.09
H -5.37404 5.75843 1.41332 0.0 0.1 0.0 0.10
H -7.16562 4.17118 0.68245 0.0 0.0 0.0 0.14
H -9.14901 5.27011 -0.37827 0.0 0.0 0.0 0.10
C 1.77509 -9.69243 -0.18110 0.0 0.0 0.0 -0.11
C 1.04008 -8.52209 -0.51179 0.0 0.0 0.0 -0.11
C 1.94610 -7.56083 -0.87225 0.1 0.1 0.0 -0.15
N 3.19912 -8.10249 -0.76874 -0.1 0.0 0.0 0.00
C 3.10245 -9.40279 -0.35241 0.1 0.0 0.0 -0.14
H 1.37419 -10.63813 0.14393 0.0 0.0 0.0 0.09
H -0.03064 -8.40125 -0.48828 0.0 0.0 0.0 0.09
H 1.80957 -6.54092 -1.19233 0.0 0.0 0.0 0.10
H 4.05648 -7.62025 -0.96778 0.0 0.0 0.0 0.14
H 3.98349 -10.00625 -0.21367 0.0 0.0 0.0 0.10
C 2.34917 6.32598 10.68990 0.0 0.0 0.0 -0.11
C 2.67701 5.83279 11.98220 0.0 0.0 0.0 -0.12
C 2.16946 6.71590 12.89660 -0.1 0.0 0.0 -0.16
N 1.55131 7.72557 12.20869 0.0 -0.1 0.0 0.00
C 1.65278 7.49191 10.86383 0.0 0.1 0.0 -0.15
H 2.59542 5.87663 9.74172 0.0 0.0 0.0 0.09
H 3.22305 4.93314 12.21301 0.0 0.0 0.0 0.09
H 2.19513 6.71536 13.97310 0.0 0.0 0.0 0.11
H 1.09405 8.51476 12.62590 0.0 0.0 0.0 0.14
H 1.22351 8.17467 10.15057 0.1 0.0 0.0 0.10
C 6.17529 6.56527 12.89827 0.1 0.0 0.0 -0.11
C 5.49067 7.36226 13.85386 0.0 0.1 0.1 -0.12
C 6.04168 7.09487 15.07859 0.0 0.0 0.0 -0.14
N 7.03007 6.16404 14.90107 0.0 0.0 0.0 0.00
C 7.12015 5.84026 13.57387 0.0 0.0 0.0 -0.14
H 5.99377 6.53039 11.83683 0.0 0.0 0.0 0.09
H 4.68640 8.05228 13.66204 0.0 0.0 0.0 0.08
H 5.81696 7.48331 16.05765 0.0 0.0 0.0 0.10
H 7.60032 5.77911 15.63069 0.0 0.0 0.0 0.14
H 7.84555 5.12365 13.22742 0.0 0.0 0.0 0.10
```
Forces are in eV/Å.

- strongest force on any atom (eV/A) = 2.30
- SMILES = [H]/N=C\Cc1c(Br)c(N=C=S)c(CCCNCc2ccccc2O)c2c1C(=O)C(C[C@H](C)F)=C(Cc1ccccc1)C2=O.c1cc[nH]c1.c1cc[nH]c1.c1cc[nH]c1.c1cc[nH]c1.c1cc[nH]c1.c1cc[nH]c1.c1cc[nH]c1.c1cc[nH]c1.c1cc[nH]c1
- highest occupied orbital energy (eV) = -8.1
- frontier orbital gap (eV) = 7.17

C6F18HfO18S6 as an isolated structure in a non-equilibrium geometry. Source: the OMol25 dataset; level of theory: wB97M-V/def2-TZVPD.

The geometry in XYZ format:
```
49
Properties=species:S:1:pos:R:3:forces:R:3:lowdin_charge:R:1
Hf 0.13194 0.06323 -0.23390 -0.6 0.5 0.4 1.95
C -4.21266 -1.58814 -0.39880 0.1 0.0 0.0 -0.65
F -3.69528 -2.79932 -0.12937 -0.1 0.2 -0.1 0.12
F -4.08803 -1.36305 -1.71528 -0.1 -0.1 0.2 0.12
F -5.52714 -1.63447 -0.11411 0.1 0.0 0.0 0.11
S -3.37563 -0.27480 0.58310 -0.2 -0.1 0.0 0.51
O -2.04210 -0.42138 -0.03469 0.9 0.3 0.1 -0.45
O -4.06863 0.92450 0.22843 0.0 0.1 -0.2 -0.26
O -3.44974 -0.72075 1.93817 0.0 -0.2 0.1 -0.26
C 3.75152 2.34018 1.07016 -0.4 -0.3 0.1 -0.66
F 3.13046 2.05897 2.20841 0.2 0.1 -0.1 0.14
F 4.09359 3.63025 1.05018 -0.1 -0.1 0.1 0.14
F 4.86574 1.61025 1.00860 0.3 0.0 -0.1 0.13
S 2.67682 1.91715 -0.37939 -2.2 -1.4 -1.3 0.56
O 1.27052 2.10882 0.06174 0.2 0.5 0.2 -0.39
O 3.08735 2.75093 -1.45728 0.8 0.5 0.2 -0.24
O 2.70394 0.47271 -0.61217 1.3 0.1 0.2 -0.35
C -1.51154 1.21704 -4.03253 0.2 0.0 -0.2 -0.64
F -1.95995 2.32298 -4.64474 -0.1 -0.2 0.2 0.13
F -2.52568 0.56348 -3.49659 0.0 0.0 -0.2 0.17
F -0.92618 0.45027 -4.95976 -0.1 0.0 0.1 0.14
S -0.28289 1.69827 -2.72781 0.1 -0.7 2.2 0.59
O 0.17231 2.99485 -3.05825 0.1 0.3 -0.6 -0.21
O -1.05537 1.54596 -1.47120 -0.5 0.5 0.2 -0.37
O 0.70232 0.61794 -2.54488 0.6 0.0 -0.7 -0.36
C 0.21940 -4.06197 -1.44920 0.1 0.0 -0.5 -0.65
F 1.07487 -4.89933 -2.07215 -0.3 0.1 0.3 0.12
F -1.02605 -4.38450 -1.79581 0.2 -0.2 0.0 0.15
F 0.36129 -4.17865 -0.14510 0.0 -0.2 -0.1 0.16
S 0.54365 -2.33833 -2.02498 -1.0 3.1 0.4 0.59
O 1.44516 -1.71225 -1.03830 1.0 -0.7 -0.2 -0.39
O 0.89502 -2.36206 -3.40256 0.6 -1.1 0.0 -0.22
O -0.68980 -1.56352 -1.75402 -0.5 -0.7 -0.1 -0.37
C 0.19996 3.17547 3.10329 0.1 -0.2 0.1 -0.63
F 0.84321 2.14484 3.67974 -0.2 0.4 -0.1 0.12
F -0.27211 3.96322 4.09270 0.1 -0.1 -0.2 0.10
F 1.08793 3.89794 2.40568 -0.1 -0.1 0.2 0.11
S -1.18925 2.58455 2.02579 -0.1 0.5 -0.3 0.52
O -2.26467 2.40125 2.95387 0.2 -0.3 0.0 -0.26
O -1.32831 3.60196 1.02640 0.0 0.0 0.1 -0.26
O -0.61377 1.32819 1.48673 -0.2 -1.0 -0.2 -0.43
C 2.24294 -2.91230 2.08731 -0.6 -0.3 -0.6 -0.66
F 1.69560 -4.11982 2.30039 0.1 0.1 0.1 0.12
F 3.14740 -2.68780 3.03111 0.1 0.1 0.1 0.15
F 2.83335 -2.92756 0.90092 0.2 -0.1 0.2 0.15
S 0.93347 -1.61431 2.14850 -0.9 1.8 -0.1 0.55
O -0.18195 -1.88578 1.23313 0.3 -0.4 -0.3 -0.34
O 0.57930 -1.49713 3.51462 0.3 -0.6 0.7 -0.22
O 1.59765 -0.43798 1.55393 0.1 0.0 -0.2 -0.37
```
Forces are in eV/Å.

- net charge = -2
- strongest force on any atom (eV/A) = 3.28
- highest occupied orbital energy (eV) = -5.1
- frontier orbital gap (eV) = 9.44